16
Properties=species:S:1:pos:R:3:forces:R:3:nbo_charge:R:1 method="wB97M-V/def2-TZVPD" homo_ev=-9.37 e_tot_ha=-250.7168
H -0.075 -1.860 0.629 0.02 0.06 -0.13 0.23
H -2.658 -0.311 1.256 0.08 0.05 0.34 0.21
C -0.624 -0.925 0.734 0.30 0.44 1.19 -0.46
H -2.546 -1.885 0.532 0.11 0.22 -0.29 0.21
H -1.422 -0.253 -1.189 -0.14 1.75 0.07 0.19
H 2.496 1.911 -0.999 0.24 0.42 -0.24 0.36
C -0.454 -0.194 -0.638 -0.31 -6.29 -0.08 0.15
N 2.359 2.470 -0.152 0.26 -0.68 -0.99 -1.04
H 0.260 1.073 0.520 -1.68 0.76 -2.64 0.19
H 1.350 2.544 -0.148 -0.06 0.22 0.54 0.35
H 2.656 1.782 0.528 -0.24 0.16 0.66 0.35
H -0.086 -0.353 1.514 -0.03 -0.21 -0.16 0.18
H -0.188 1.046 -0.370 1.51 2.14 3.01 0.07
C -2.031 -1.202 1.222 -0.76 -0.54 -0.94 -0.63
O 0.509 -0.637 -1.286 0.35 1.00 -0.68 -0.58
H -2.096 -1.783 2.142 0.35 0.49 0.33 0.23